--- i ---
ORCA calculation (the ωB97M-V functional and the def2-TZVPD basis) on an isolated molecule of C2H7NS.

* SMILES: CSCN
* LUMO level: 1.04 eV
* orbital gap: 9.709 eV
* HOMO: -8.66 eV

Last column: Mulliken charge in e.
Cartesian coordinates (Å):
H 0.96114 -1.64763 0.15185  0.2816
S -1.24127 -0.61282 -0.01697  -0.0776
H -0.25880 -2.49256 1.03408  0.2927
C -0.47265 1.07730 -0.09625  -0.4649
H -0.08127 0.89161 -2.05927  0.2710
C 0.12532 -1.49294 0.83126  -0.8395
H 0.15042 1.13784 0.79453  0.2621
H 1.27833 1.02581 -1.15794  0.2481
H 0.49228 -1.03518 1.74425  0.2932
H -1.28998 1.78228 0.03463  0.3095
N 0.33649 1.36628 -1.26017  -0.5761

--- ii ---
ORCA calculation (the ωB97M-V functional and the def2-TZVPD basis) on a cluster of 2 separate species, C2H7NS in total.

* SMILES: C=NC.S
* LUMO level: 0.84 eV
* orbital gap: 10.206 eV
* HOMO: -9.36 eV

Last column: Mulliken charge in e.
Cartesian coordinates (Å):
H 5.12366 -0.89426 1.02604  0.1473
H 3.93160 -0.73300 -0.35446  0.1429
H -2.57529 1.11426 0.98494  0.2667
H -4.15894 -1.37128 -0.61985  0.2224
C -3.66553 1.13838 1.02547  -0.3172
H -2.68105 -0.33429 -0.96900  0.3306
H -4.16672 2.03496 1.39057  0.2564
H -4.24142 0.16377 -1.60473  0.2488
N -4.37619 0.26135 0.43431  -0.3827
C -3.75760 -0.37499 -0.79930  -0.6250
S 5.23278 -0.39871 -0.24026  -0.2902

--- iii ---
ORCA calculation (the ωB97M-V functional and the def2-TZVPD basis) on a cluster of 2 separate species, C2H7NS in total.

* SMILES: C=NC.S
* LUMO level: 0.87 eV
* orbital gap: 10.551 eV
* HOMO: -9.68 eV

Last column: Mulliken charge in e.
Cartesian coordinates (Å):
H 6.94507 0.23577 2.15979  0.1627
C -1.68147 0.16997 -0.22665  -0.6534
S 5.84118 -0.65784 2.32466  -0.3266
C -3.08464 0.11329 -2.06578  -0.2213
H -2.14034 0.56202 0.68607  0.2493
H -3.36433 0.48635 -3.06735  0.2483
H -3.33063 -0.90952 -1.74378  0.2158
H -1.91515 -0.92779 -0.08390  0.2629
H 5.56933 -0.06799 3.62315  0.1640
H -0.60351 0.23225 -0.22247  0.2504
N -2.23550 0.76349 -1.38374  -0.3519

Stability, descending: i, iii, ii

--- i ---
ORCA calculation (the ωB97M-V functional and the def2-TZVPD basis) on an isolated molecule of C2H2O2S.

* LUMO level: -1.23 eV
* orbital gap: 9.125 eV
* HOMO: -10.35 eV

Last column: Mulliken charge in e.
Cartesian coordinates (Å):
S -1.98568 -0.45952 0.01180  0.3499
H 0.38065 -1.33807 -0.41180  0.1894
O 1.86712 0.08986 -0.19094  -0.3743
O -3.21924 0.31963 -0.14420  -0.4843
H -0.84424 1.52460 0.28160  0.3575
C 0.75262 -0.26009 -0.26600  0.1381
C -0.71605 0.50736 -0.02649  -0.1762

--- ii ---
ORCA calculation (the ωB97M-V functional and the def2-TZVPD basis) on a cluster of 2 separate species, C2H2O2S in total.

* LUMO level (alpha / beta): -1.43 / -1.60 eV
* orbital gap (alpha / beta): 7.265 / 7.636 eV
* HOMO (alpha / beta): -8.69 / -9.24 eV

Last column: Mulliken charge in e.
Cartesian coordinates (Å):
H 0.19182 -1.07038 0.63822  0.2012
C -0.06439 -0.01827 1.00592  -0.0367
O 0.46908 -1.08052 -1.75371  -0.3333
O 0.56213 1.01815 0.23021  -0.1220
H -0.09184 0.24616 2.09392  0.2217
C -0.71415 0.91495 0.11989  -0.2534
S -0.35265 -0.01010 -2.33445  0.3227

Stability, descending: i, ii

--- i ---
ORCA calculation (the ωB97M-V functional and the def2-TZVPD basis) on a cluster of 2 separate species, C2H2O2S in total.

* SMILES: O=C=S.C=O
* LUMO level: 0.40 eV
* orbital gap: 10.130 eV
* HOMO: -9.73 eV

Last column: Mulliken charge in e.
Cartesian coordinates (Å):
O -1.31818 -1.94033 -0.44917  -0.3707
H 0.94633 1.34676 -0.66853  0.1740
O 0.51831 -0.16119 0.51527  -0.3816
S -2.17601 0.36554 0.59100  -0.3657
C 1.29809 0.61346 0.05024  -0.0979
C -1.58943 -0.87165 -0.07736  0.7350
H 2.32088 0.64741 0.03856  0.3070

--- ii ---
ORCA calculation (the ωB97M-V functional and the def2-TZVPD basis) on an isolated molecule of C2H2O2S.

* SMILES: O=CC(O)=S
* LUMO level: -1.19 eV
* orbital gap: 8.596 eV
* HOMO: -9.79 eV

Last column: Mulliken charge in e.
Cartesian coordinates (Å):
C -0.72350 -0.79962 -0.01645  -0.1037
H 0.96785 1.95271 -0.11935  0.3522
O 0.11957 1.46936 -0.01767  -0.3878
O -1.93380 -0.41120 -0.11167  -0.4621
S 1.82715 -0.54854 -0.07272  -0.2919
H -0.71577 -1.81976 0.28996  0.4044
C 0.45852 0.15703 0.04790  0.4889

Stability, descending: i, ii

--- i ---
ORCA calculation (the ωB97M-V functional and the def2-TZVPD basis) on an isolated molecule of C2H8N4O.

* SMILES: N/N=C(/CO)NN
* LUMO level: 0.82 eV
* orbital gap: 9.251 eV
* HOMO: -8.43 eV

Last column: Mulliken charge in e.
Cartesian coordinates (Å):
N 1.33168 -0.99701 0.04877  -0.4817
H 1.01786 1.37958 0.26052  0.3645
C -1.05717 -1.02810 0.48763  -0.6783
N 0.22047 1.03608 -0.11855  -0.1235
H -1.80112 -1.20925 -1.26467  0.3575
C 0.20944 -0.39466 0.14509  0.6922
O -2.15609 -0.87193 -0.39469  -0.5453
H -0.93489 2.42780 -0.64608  0.2721
H 2.41135 0.36555 -0.92459  0.2303
H 3.35048 -0.68167 -0.08566  0.2730
H -1.69507 1.14495 0.17343  0.3705
H -0.96504 -2.15268 0.52343  0.3079
H -1.45359 -0.73848 1.51102  0.2801
N -0.91429 1.86656 0.28481  -0.7195
N 2.43598 -0.14673 -0.00046  -0.5998

--- ii ---
ORCA calculation (the ωB97M-V functional and the def2-TZVPD basis) on an isolated molecule of C2H8N4O.

* SMILES: [H]/N=C(\NN)N(C)O
* LUMO level: 0.68 eV
* orbital gap: 9.397 eV
* HOMO: -8.72 eV

Last column: Mulliken charge in e.
Cartesian coordinates (Å):
N 2.03040 -0.49230 0.24533  -0.5381
H -2.35959 -1.48820 0.43311  0.3127
H 2.21144 -0.30356 1.21798  0.2158
H 2.92386 -0.66602 -0.27981  0.2436
H 0.73630 -1.65488 -0.17726  0.4661
N 1.38711 0.58016 -0.32118  -0.1347
N -0.61245 -0.50114 0.21954  -0.0085
H -0.24927 2.68169 -0.33662  0.1871
C -2.05958 -0.49339 0.11416  -0.8769
O -0.10345 -1.56646 -0.61066  -0.4976
H -2.41872 -0.22926 -0.87743  0.3313
H 1.80237 1.46767 -0.24031  0.2581
H -2.46891 0.13200 0.89005  0.3403
C -0.01736 0.75217 -0.08107  0.3494
N -0.80215 1.78154 -0.19582  -0.6485

Stability, descending: ii, i

--- i ---
ORCA calculation (the ωB97M-V functional and the def2-TZVPD basis) on a structure of composition C2H8N4O.

* LUMO level: 0.50 eV
* orbital gap: 7.142 eV
* HOMO: -6.64 eV

Last column: Mulliken charge in e.
Cartesian coordinates (Å):
N 0.65541 1.97714 0.06635  -0.9688
H -0.04085 0.39675 -2.31084  0.2909
N 0.51437 0.04968 1.75432  -0.3975
N -1.45424 -0.75187 0.72105  -0.4516
O 0.03816 -1.50364 -1.66741  -0.4823
H 0.20057 -0.24902 2.66404  0.2380
H 0.53786 2.70852 -0.63055  0.1631
H 1.42335 0.01241 -1.26840  0.3803
C 0.37404 -0.18157 -1.49497  -0.4503
H -1.30543 -1.66916 1.11794  0.2333
H 1.10258 0.88636 1.72187  0.3460
C -0.36986 0.08811 0.72803  0.3637
N -0.28333 1.07411 -0.18396  0.1056
H -1.94326 -0.79274 -0.16140  0.2829
H 0.55062 -2.04508 -1.05608  0.3467

--- ii ---
ORCA calculation (the ωB97M-V functional and the def2-TZVPD basis) on a structure of composition C2H8N4O.

* LUMO level (alpha / beta): -0.93 / -0.93 eV
* orbital gap (alpha / beta): 6.789 / 6.790 eV
* HOMO (alpha / beta): -7.72 / -7.72 eV

Last column: Mulliken charge in e.
Cartesian coordinates (Å):
H -1.82138 -1.39730 1.51712  0.2348
N -0.63491 1.26174 -0.19312  -0.8831
C -0.50161 0.03922 -0.62949  0.7694
N 2.48640 0.14488 1.06555  -0.3531
H -2.76264 -2.02212 0.16515  0.2577
O 0.70614 -0.10491 -1.61883  -0.5632
N -0.96975 -1.11144 -0.38317  -0.5636
H 1.76461 1.86666 0.45058  0.2527
H 0.77580 -1.06170 -1.77056  0.3997
H -2.72136 -0.26852 0.49401  0.2946
H 2.61542 0.64071 1.96017  0.2530
C -2.13174 -1.19127 0.48658  -0.7633
H 1.53136 0.36167 -0.85440  0.3920
H -0.34758 1.94143 -0.89224  0.2542
N 2.01125 0.90095 0.20266  0.0182

--- iii ---
ORCA calculation (the ωB97M-V functional and the def2-TZVPD basis) on an isolated molecule of C2H8N4O.

* LUMO level (alpha / beta): 0.85 / 0.65 eV
* orbital gap (alpha / beta): 7.311 / 6.388 eV
* HOMO (alpha / beta): -6.47 / -5.74 eV

Last column: Mulliken charge in e.
Cartesian coordinates (Å):
H -2.80393 1.69184 -0.63232  0.2436
H 1.01037 -2.21251 0.21934  0.2134
H 1.28065 -0.09369 1.76954  0.3235
C -1.19509 0.99221 0.38268  -0.1551
O 2.32398 -0.11962 0.09708  -0.4526
N -1.92695 1.21394 -0.77612  -0.4096
N -0.37698 -0.03440 0.46017  0.2547
H 1.19162 1.43308 0.76096  0.3771
N -0.23521 -0.80180 -0.66324  -0.6564
C 1.23346 0.33884 0.77492  -0.4868
H -1.99175 0.35897 -1.32606  0.2736
H 0.23079 -2.65515 -1.13093  0.2597
H -1.17748 1.75563 1.14320  0.3965
N 0.12754 -2.10898 -0.28243  -0.5334
H 2.30898 0.24163 -0.79680  0.3520

--- iv ---
ORCA calculation (the ωB97M-V functional and the def2-TZVPD basis) on an isolated molecule of C2H8N4O.

* SMILES: CN/C(=N/O)NN
* LUMO level: 0.57 eV
* orbital gap: 9.226 eV
* HOMO: -8.66 eV

Last column: Mulliken charge in e.
Cartesian coordinates (Å):
N -1.27853 0.04528 -0.01762  0.0541
C 2.00172 -1.22688 0.16948  -0.7542
H 2.47077 -0.51654 1.05672  0.2232
H -1.61998 0.99357 -0.00820  0.2387
H 2.54074 -2.33112 0.29167  0.2703
H 2.61448 -0.70343 -0.63500  0.2682
H -3.12669 -0.89073 -0.54818  0.2184
N -2.34017 -0.85215 0.06013  -0.7747
H 0.04174 -1.96464 0.54013  0.2914
H 0.79336 3.04869 0.86179  0.3191
N 0.55029 -1.34036 -0.11156  -0.3181
H -2.50163 -0.84315 1.03813  0.2385
N 0.94895 0.96294 -0.37180  -0.3813
C 0.02865 0.03626 -0.28405  0.7126
O 0.18015 2.33013 0.14704  -0.6063

Stability, descending: i, ii, iii, iv

--- i ---
ORCA calculation (the ωB97M-V functional and the def2-TZVPD basis) on the ion C3H9NO with charge +1.

* LUMO level (alpha / beta): -3.91 / -9.58 eV
* orbital gap (alpha / beta): 11.544 / 5.815 eV
* net charge: +1
* ⟨S²⟩: 0.755
* HOMO (alpha / beta): -15.46 / -15.39 eV
* spin multiplicity: 2

Last column: Mulliken spin population.
Cartesian coordinates (Å):
H -1.05046 -0.86742 -0.99057  -0.0011
N 1.30811 -0.09011 -1.48488  0.8092
C 0.61709 0.69715 -0.41789  0.0287
H 0.68466 -0.72045 1.06737  -0.0029
H -0.06769 1.43013 -0.90560  0.0731
H -0.27998 1.03100 2.50578  0.0013
C -0.84286 0.62324 1.59009  0.0060
C -0.04597 -0.14794 0.57521  0.0042
H 0.99318 -1.05428 -1.62313  -0.0095
O -0.89160 -1.21602 -0.09875  0.0131
H -1.28253 1.48650 0.92734  0.0010
H -1.75423 0.09619 1.99908  0.0017
H 1.27548 1.52122 0.07217  0.0872
H 1.08808 0.40139 -2.35285  -0.0119

--- ii ---
ORCA calculation (the ωB97M-V functional and the def2-TZVPD basis) on a cluster of 2 separate species, C3H9NO in total.

* LUMO level (alpha / beta): -4.59 / -7.86 eV
* orbital gap (alpha / beta): 9.888 / 6.613 eV
* net charge: +1
* ⟨S²⟩: 0.788
* HOMO (alpha / beta): -14.47 / -14.47 eV
* spin multiplicity: 2

Last column: Mulliken spin population.
Cartesian coordinates (Å):
H 2.61533 -0.62894 1.89642  0.0316
H -2.21445 -1.01531 -2.85150  -0.0019
N 1.22636 0.65087 0.96604  0.5061
H 2.14008 0.92066 2.86162  0.0038
C -0.02236 0.12045 0.35459  0.0264
H -1.72343 -0.65523 -4.21602  -0.0002
H 1.13294 -0.69923 2.75940  0.0091
C 1.77927 0.05180 2.26519  -0.0158
C -1.08666 0.59929 -0.39134  0.4125
O -2.01209 -1.38350 -3.73185  0.0012
H -0.13446 -0.94830 0.62432  0.0131
H -1.19805 1.31334 -1.17479  0.0128
H 1.47728 1.67739 0.91980  -0.0241
H -1.97975 -0.00329 -0.28187  0.0254

Stability, descending: ii, i